Entry 1:
Computed, not measured: a cluster of 3 separate species, C2H9NO2 in total in a non-equilibrium geometry, with ωB97M-V/def2-TZVPD.

Element x y z (Å)
C (-1.22455, -0.85179, 0.74967)
N (-1.94743, 0.20710, 0.55423)
C (-2.04547, 0.64573, -0.89032)
H (-0.44969, -0.92174, 0.06872)
H (-1.16843, -1.57236, 1.70032)
H (-2.92448, 0.18941, -1.43987)
H (-1.16876, 0.23736, -1.46478)
H (-1.95929, 1.79389, -0.78932)
O (3.23395, 3.78375, -3.65262)
H (3.16435, 3.19258, -2.85287)
H (2.55830, 3.45148, -4.17533)
O (1.17619, -3.69957, 4.17568)
H (1.77506, -3.22822, 4.71746)
H (0.98023, -3.22763, 3.29903)

Computed properties:
Net charge ... 0
Gap between HOMO and LUMO ... 10.1 eV
Energy relative to the best compared isomer or geometry (same formula, charge and spin) ... 48.4 kcal per mole

Entry 2:
Computed, not measured: a cluster of 2 separate species, C10H13BN6O4 in total in a non-equilibrium geometry, with ωB97M-V/def2-TZVPD.

Element x y z (Å)
H (-0.48016, 0.28007, -0.13863)
B (-0.93467, 1.25369, 0.59314)
H (-0.73061, 2.29432, -0.04183)
H (-2.13255, 1.02505, 0.78630)
C (-0.23239, 1.39599, 2.00462)
N (-0.39563, 2.31306, 3.00360)
C (-1.33546, 3.41163, 2.99654)
C (0.47183, 2.05092, 4.04935)
C (1.18596, 0.95139, 3.69309)
N (0.74648, 0.56067, 2.45549)
C (1.26700, -0.58441, 1.76420)
H (-1.22995, 3.94911, 3.94326)
H (-1.13982, 4.10519, 2.16828)
H (-2.37007, 3.05694, 2.90132)
H (0.51308, 2.64246, 4.94158)
H (1.96767, 0.43023, 4.22424)
H (1.99708, -1.07400, 2.42130)
H (0.46540, -1.28437, 1.49182)
H (1.75942, -0.29023, 0.83145)
O (2.29710, -1.21127, -0.73754)
N (2.30037, -1.13553, -1.98343)
C (1.06365, -1.04200, -2.69608)
C (-0.14234, -1.29365, -2.02743)
C (-1.11673, -1.83691, -2.85050)
N (-2.19822, -2.62966, -2.48560)
O (-2.72246, -2.80832, -1.40809)
O (-2.62453, -3.31849, -3.63295)
N (-1.85525, -2.92540, -4.77019)
C (-0.91573, -2.08558, -4.25813)
N (0.19653, -1.69852, -4.88799)
C (1.15199, -1.17580, -4.13317)
O (3.35702, -1.16895, -2.65314)
H (-0.27900, -1.25419, -0.95157)
H (2.09500, -0.90346, -4.61332)

Computed properties:
Net charge ... 0
Gap between HOMO and LUMO ... 7.0 eV
Energy relative to the best compared isomer or geometry (same formula, charge and spin) ... 0.0 kcal per mole

Entry 3:
Computed, not measured: a structure of composition C5H8BaO4 in a non-equilibrium geometry, with ωB97M-V/def2-TZVPD.

Element x y z (Å)
H (-0.46669, -3.05230, 1.38321)
Ba (1.08851, -0.33092, 1.39814)
O (-2.06184, -3.25825, 0.25979)
O (-0.67280, -1.48383, -0.16638)
C (-1.74299, -0.51410, -0.32763)
C (-2.04142, 0.05617, 1.07296)
O (-1.18773, -0.69413, 1.91767)
C (-1.15895, -2.55349, 0.67315)
H (-1.50996, 0.17300, -1.14681)
H (-2.68209, -0.99274, -0.62280)
H (-3.09784, -0.13959, 1.31747)
H (-1.96001, 1.15349, 1.10823)
C (2.91560, 1.73961, -1.82399)
C (2.92533, 2.13590, -0.53593)
O (2.60879, 1.41858, 0.52351)
H (3.23920, 2.42986, -2.60369)
H (3.21393, 3.17640, -0.31212)
H (2.59096, 0.73632, -2.11480)

Computed properties:
Net charge ... 0
Gap between HOMO and LUMO ... 6.6 eV
Energy relative to the best compared isomer or geometry (same formula, charge and spin) ... 3.0 kcal per mole

The lowest gap between HOMO and LUMO belongs to which entry?
C5H8BaO4

Copy entry 2 word for word.
Computed, not measured: a cluster of 2 separate species, C10H13BN6O4 in total in a non-equilibrium geometry, with ωB97M-V/def2-TZVPD.

Element x y z (Å)
H (-0.48016, 0.28007, -0.13863)
B (-0.93467, 1.25369, 0.59314)
H (-0.73061, 2.29432, -0.04183)
H (-2.13255, 1.02505, 0.78630)
C (-0.23239, 1.39599, 2.00462)
N (-0.39563, 2.31306, 3.00360)
C (-1.33546, 3.41163, 2.99654)
C (0.47183, 2.05092, 4.04935)
C (1.18596, 0.95139, 3.69309)
N (0.74648, 0.56067, 2.45549)
C (1.26700, -0.58441, 1.76420)
H (-1.22995, 3.94911, 3.94326)
H (-1.13982, 4.10519, 2.16828)
H (-2.37007, 3.05694, 2.90132)
H (0.51308, 2.64246, 4.94158)
H (1.96767, 0.43023, 4.22424)
H (1.99708, -1.07400, 2.42130)
H (0.46540, -1.28437, 1.49182)
H (1.75942, -0.29023, 0.83145)
O (2.29710, -1.21127, -0.73754)
N (2.30037, -1.13553, -1.98343)
C (1.06365, -1.04200, -2.69608)
C (-0.14234, -1.29365, -2.02743)
C (-1.11673, -1.83691, -2.85050)
N (-2.19822, -2.62966, -2.48560)
O (-2.72246, -2.80832, -1.40809)
O (-2.62453, -3.31849, -3.63295)
N (-1.85525, -2.92540, -4.77019)
C (-0.91573, -2.08558, -4.25813)
N (0.19653, -1.69852, -4.88799)
C (1.15199, -1.17580, -4.13317)
O (3.35702, -1.16895, -2.65314)
H (-0.27900, -1.25419, -0.95157)
H (2.09500, -0.90346, -4.61332)

Computed properties:
Net charge ... 0
Gap between HOMO and LUMO ... 7.0 eV
Energy relative to the best compared isomer or geometry (same formula, charge and spin) ... 0.0 kcal per mole